(1)
Computed, not measured: a cluster of 3 separate species, C3H10O3S in total, with wB97M-V/def2-TZVPD.

## Properties
LUMO (alpha / beta): -0.136 / -0.333 Eh
relative energy (zero: lowest compared OMol25 entry of this formula, charge and spin): 0.000 eV
gap between HOMO and LUMO (alpha / beta): 10.8 / 5.1 eV
<S²>: 0.7540
total energy: -20241.2894 eV
charge: +1
multiplicity: 2

Positions of all 17 atoms, in Å:
O (0.519931, 1.294791, 2.335812)
C (0.331699, 1.838281, 1.296659)
C (0.596285, 1.077747, -0.029254)
C (-0.458890, 1.512108, -1.079640)
S (-0.336693, 0.395705, -2.460965)
H (-0.118750, 2.842468, 1.186019)
H (0.400245, 0.035028, 0.209774)
H (1.620249, 1.113476, -0.410149)
H (-1.454183, 1.337590, -0.665066)
H (-0.446263, 2.545778, -1.418741)
H (-0.534114, -0.766113, -1.786064)
H (0.087598, -3.081150, -0.660641)
H (-0.320004, -2.364569, 0.632711)
O (-0.687019, -2.783667, -0.164664)
H (0.441615, -1.854570, 3.295191)
H (0.262135, -3.104684, 2.461103)
O (0.479136, -2.166843, 2.378228)

Atomic forces in eV per Å
0.059 0.271 0.020
0.038 -0.306 -0.378
-0.355 -0.316 -0.253
-0.369 -0.381 0.148
0.213 0.294 -0.095
0.139 0.074 0.200
0.095 -0.180 0.192
-0.043 0.446 0.209
-0.130 -0.035 0.177
0.398 -0.070 -0.216
-0.151 -0.045 0.212
-0.143 -0.215 0.188
-0.094 -0.118 0.054
0.347 0.640 -0.401
0.036 0.170 -0.349
0.098 -0.013 0.014
-0.139 -0.217 0.280

Results of the Mulliken charge analysis, in e, for atoms 1 through 5: -0.347, -0.083, -0.148, -0.576, 0.205

***

(2)
Computed, not measured: the ion C4H12N4P with charge +1, with wB97M-V/def2-TZVPD.

## Properties
LUMO: -0.119 Eh
relative energy (zero: lowest compared OMol25 entry of this formula, charge and spin): 0.000 eV
gap between HOMO and LUMO: 9.5 eV
total energy: -19585.2362 eV
charge: +1
structure (SMILES): NC(=[NH2+])[C@@]1(N)CCP1N
multiplicity: 1

Positions of all 21 atoms, in Å:
C (-1.157882, 0.283552, -0.045793)
C (0.779433, -1.480266, -0.757813)
C (1.807042, -0.393171, -0.784388)
C (-0.158855, -0.779867, 0.327881)
N (-1.788894, 0.612920, 1.032349)
N (-1.235042, 1.060473, -1.117209)
N (0.729203, 1.795668, 1.106912)
N (-0.762985, -1.579335, 1.367268)
P (1.433754, 0.233445, 0.938418)
H (0.303521, -1.677413, -1.715516)
H (1.155689, -2.393063, -0.382405)
H (2.803132, -0.656960, -0.603941)
H (1.892972, 0.382708, -1.549554)
H (-2.276461, 1.459149, 1.214034)
H (-1.752713, 1.914648, -1.067647)
H (-0.675155, 0.922596, -1.992195)
H (0.739234, 2.416731, 0.263808)
H (0.944531, 2.303831, 1.939935)
H (-1.774354, -0.099437, 1.798984)
H (-1.156991, -2.353849, 0.909511)
H (-0.168243, -1.973136, 2.110549)

Atomic forces in eV per Å
1.031 -0.094 0.666
-1.980 1.786 -0.126
1.023 2.334 0.363
1.309 -0.748 -0.131
-1.646 -0.437 1.635
1.486 -0.656 -1.731
0.889 0.333 -2.228
0.601 -0.324 0.715
-2.093 -0.049 0.482
-0.081 -0.062 -0.078
0.373 -0.925 0.523
1.641 -1.055 -0.451
-0.658 -0.331 -0.301
-0.423 0.636 -0.406
-0.322 0.231 -0.039
-0.835 -0.066 1.519
-0.062 -0.672 1.251
0.425 0.176 0.345
0.234 0.612 -0.910
-1.043 -1.388 -0.335
0.130 0.699 -0.763

Results of the Mulliken charge analysis, in e, for atoms 1 through 5: -0.335, -0.995, -0.503, 1.133, -0.209

***

(3)
Computed, not measured: the molecule C23H31N5O2, with wB97M-V/def2-TZVPD.

## Properties
LUMO: -0.005 Eh
relative energy (zero: lowest compared OMol25 entry of this formula, charge and spin): 2.841 eV
gap between HOMO and LUMO: 7.6 eV
total energy: -35899.6866 eV
charge: 0
structure (SMILES): CCCCCCOC(=O)[C@@H](C#N)c1nc2ccccc2nc1N1CCN(CC)CC1
multiplicity: 1

Positions of all 61 atoms, in Å:
C (7.724849, 2.748966, -0.854097)
C (6.486427, 1.930769, -0.508471)
C (6.698253, 1.104970, 0.758964)
C (5.447660, 0.353383, 1.213891)
C (5.050848, -0.779306, 0.268698)
C (3.840425, -1.550384, 0.787136)
H (3.607207, -2.385521, 0.119563)
H (4.010645, -1.916577, 1.801700)
O (2.686902, -0.710128, 0.886773)
C (1.973611, -0.541526, -0.216513)
O (2.225234, -0.998971, -1.293526)
C (0.744592, 0.338943, 0.092451)
C (0.652990, 1.373756, -0.905743)
N (0.628075, 2.203485, -1.691320)
C (-0.446562, -0.607938, 0.103291)
N (-0.134777, -1.832491, 0.410443)
C (-1.063830, -2.806222, 0.278171)
C (-0.767808, -4.129657, 0.639733)
C (-1.687424, -5.115100, 0.396657)
C (-2.914642, -4.813530, -0.214218)
C (-3.229776, -3.530163, -0.571230)
C (-2.315104, -2.492026, -0.312903)
N (-2.642593, -1.215110, -0.580800)
C (-1.775152, -0.254392, -0.316041)
N (-2.153106, 1.031557, -0.567991)
C (-3.390021, 1.242994, -1.298188)
H (-3.548658, 0.391655, -1.957937)
C (-4.573346, 1.399245, -0.332813)
N (-4.371176, 2.470117, 0.623457)
C (-3.118752, 2.269635, 1.317412)
C (-1.905619, 2.101914, 0.374814)
H (-1.025608, 1.896257, 0.979964)
H (-1.729970, 3.021660, -0.191577)
H (-2.938637, 3.107635, 1.991352)
H (-3.218403, 1.358492, 1.918267)
C (-4.571010, 3.813033, 0.102790)
C (-5.014529, 4.762630, 1.212526)
H (-5.287641, 5.725075, 0.787664)
H (-4.221458, 4.923137, 1.938019)
H (-5.874836, 4.346662, 1.729118)
H (-5.364708, 3.760395, -0.645764)
H (-3.674648, 4.221017, -0.388847)
H (-5.493666, 1.581512, -0.889247)
H (-4.686277, 0.466858, 0.228434)
H (-3.263664, 2.152622, -1.893294)
H (-4.174524, -3.280946, -1.028749)
H (-3.618787, -5.611748, -0.399095)
H (-1.471084, -6.137229, 0.670037)
H (0.185896, -4.338202, 1.099404)
H (0.898930, 0.785306, 1.082363)
H (4.809436, -0.383468, -0.718385)
H (5.880097, -1.480641, 0.161058)
H (5.631187, -0.068814, 2.205493)
H (4.616401, 1.056285, 1.302770)
H (7.010381, 1.776348, 1.562849)
H (7.508273, 0.390583, 0.594103)
H (6.250185, 1.272631, -1.345786)
H (5.637275, 2.602578, -0.363292)
H (7.560079, 3.328720, -1.759103)
H (8.579873, 2.095967, -1.015742)
H (7.967981, 3.435785, -0.045943)

Atomic forces in eV per Å
-0.239 -0.076 -0.054
0.284 -0.043 0.159
-0.364 0.094 -0.056
0.244 -0.123 -0.161
-0.405 0.177 0.331
0.499 -0.380 -0.377
-0.006 0.072 0.169
-0.042 0.030 -0.096
-0.091 0.271 0.384
0.020 0.044 -0.099
-0.039 0.117 -0.010
0.236 -0.599 0.467
0.121 0.302 -0.278
0.023 0.367 -0.307
0.064 -0.382 0.139
0.024 0.324 0.077
-0.539 0.098 -0.271
-0.124 -0.238 -0.033
0.317 -0.002 0.176
-0.214 0.157 -0.143
-0.003 -0.204 0.051
0.567 -0.207 0.318
0.108 0.543 0.083
-0.519 -0.693 -0.215
0.059 0.072 -0.137
-0.411 -0.076 -0.110
-0.013 0.169 -0.048
0.182 -0.136 -0.237
-0.190 -0.036 0.029
0.323 -0.009 -0.023
-0.264 0.292 0.413
0.054 0.041 -0.011
0.106 -0.063 0.070
0.026 -0.024 0.078
0.085 0.043 0.062
-0.074 0.143 0.232
0.084 -0.102 -0.265
0.001 0.164 0.019
0.063 0.058 0.108
-0.088 -0.027 0.052
0.085 -0.004 -0.045
-0.078 -0.007 -0.096
-0.021 -0.030 0.002
-0.037 -0.017 -0.091
-0.012 -0.020 -0.021
-0.093 0.029 -0.047
-0.064 -0.039 -0.027
0.036 -0.064 0.029
0.109 -0.025 0.019
-0.069 0.024 -0.171
0.051 -0.092 -0.068
0.035 -0.059 -0.052
-0.074 0.013 0.070
-0.024 0.023 0.083
0.102 0.000 0.011
0.113 -0.012 0.040
-0.107 0.010 -0.040
-0.094 -0.032 -0.033
0.077 0.089 -0.081
0.133 -0.026 -0.026
0.069 0.085 0.063

Results of the Mulliken charge analysis, in e, for atoms 1 through 5: -1.381, -0.138, -0.744, -0.488, -0.453